[1]
Molecular formula: C48H118N2O12
Method: DFT, ωB97M-V/def2-TZVPD

Structure (XYZ):
```
180
C48H118N2O12 ωB97M-V/def2-TZVPD
C -3.121 2.615 7.273
C -2.318 1.984 6.139
C -3.274 1.074 5.362
C -1.793 3.132 5.286
C -0.732 2.688 4.289
C 0.411 2.039 5.080
C -0.061 0.860 5.922
C -0.361 -0.368 5.023
C 1.098 0.460 6.838
N -1.184 1.301 6.735
O -1.636 0.273 7.594
H -2.461 3.143 7.968
H -3.808 3.368 6.881
H -3.671 1.876 7.856
H -3.366 0.113 5.866
H -4.277 1.522 5.415
H -3.164 0.965 4.281
H -2.625 3.569 4.722
H -1.446 3.986 5.876
H -1.158 1.967 3.584
H -0.336 3.542 3.733
H 0.857 2.813 5.715
H 1.200 1.674 4.420
H -0.275 -1.281 5.610
H 0.325 -0.431 4.180
H -1.379 -0.288 4.644
H 0.910 -0.496 7.327
H 1.326 1.204 7.603
H 1.980 0.334 6.203
H -1.230 0.483 8.441
C 1.859 0.956 1.666
C 1.305 0.098 0.545
C 1.689 -1.361 0.779
C -0.214 0.305 0.481
C -0.830 -0.239 -0.802
C -0.198 0.468 -2.001
C 1.323 0.309 -2.026
C 1.653 -1.098 -2.539
C 1.863 1.312 -3.015
N 1.862 0.624 -0.712
O 3.269 0.447 -0.740
H 1.957 0.430 2.614
H 2.809 1.408 1.389
H 1.159 1.784 1.829
H 1.080 -1.819 1.566
H 1.539 -1.961 -0.121
H 2.749 -1.438 1.017
H -0.684 -0.136 1.366
H -0.354 1.393 0.497
H -0.697 -1.322 -0.886
H -1.920 -0.125 -0.816
H -0.512 1.520 -1.973
H -0.609 0.077 -2.938
H 1.598 -1.112 -3.632
H 0.973 -1.865 -2.169
H 2.674 -1.394 -2.290
H 1.390 1.214 -4.002
H 2.932 1.150 -3.198
H 1.694 2.359 -2.760
H 3.641 1.352 -0.749
C -0.549 -3.941 4.225
C -0.134 -5.172 3.460
C 0.964 -5.940 4.197
O -1.271 -6.020 3.237
H -0.826 -4.209 5.250
H -1.431 -3.492 3.759
H 0.229 -3.181 4.286
H 0.278 -4.902 2.485
H 1.886 -5.352 4.191
H 1.180 -6.877 3.686
H 0.704 -6.096 5.247
H -1.509 -6.372 4.102
C 1.495 -7.802 0.071
C 1.916 -6.431 -0.415
C 2.969 -5.804 0.494
O 2.461 -6.558 -1.731
H 0.835 -8.263 -0.663
H 0.936 -7.713 1.006
H 2.384 -8.411 0.240
H 1.039 -5.775 -0.457
H 3.182 -4.781 0.165
H 3.881 -6.403 0.456
H 2.650 -5.698 1.531
H 3.269 -6.042 -1.794
C 6.902 3.631 -1.069
C 5.702 2.817 -1.527
C 6.074 1.402 -1.849
O 4.703 2.829 -0.493
H 7.304 3.210 -0.150
H 6.564 4.649 -0.853
H 7.658 3.697 -1.851
H 5.281 3.267 -2.437
H 6.831 1.441 -2.638
H 5.230 0.855 -2.273
H 6.496 0.864 -1.002
H 4.307 3.716 -0.450
C 2.630 5.236 -2.011
C 2.392 5.531 -0.546
C 1.384 4.554 0.033
O 3.668 5.420 0.126
H 1.728 5.497 -2.566
H 2.918 4.199 -2.165
H 3.415 5.894 -2.396
H 2.020 6.554 -0.426
H 0.425 4.738 -0.455
H 1.290 4.592 1.121
H 1.693 3.524 -0.182
H 3.563 5.682 1.046
C -2.553 4.238 0.632
C -3.866 3.516 0.900
C -4.170 3.305 2.371
O -4.969 4.139 0.278
H -1.728 3.670 1.063
H -2.569 5.272 0.984
H -2.414 4.298 -0.453
H -3.760 2.519 0.434
H -5.073 2.702 2.451
H -4.367 4.275 2.837
H -3.312 2.836 2.846
H -5.047 3.748 -0.602
C -1.488 -4.896 -0.087
C -2.954 -4.595 0.285
C -3.863 -5.723 -0.213
O -3.121 -4.404 1.690
H -1.217 -5.917 0.194
H -0.859 -4.164 0.427
H -1.305 -4.772 -1.156
H -3.199 -3.687 -0.276
H -4.894 -5.379 -0.311
H -3.860 -6.567 0.480
H -3.513 -6.128 -1.166
H -2.462 -4.923 2.176
C -4.253 -0.801 1.680
C -5.528 -1.575 1.309
C -5.575 -1.865 -0.203
O -5.585 -2.800 2.031
H -4.324 0.243 1.372
H -3.383 -1.302 1.250
H -4.135 -0.828 2.768
H -6.375 -0.975 1.636
H -6.636 -1.875 -0.492
H -5.267 -2.891 -0.406
H -5.073 -1.199 -0.901
H -4.729 -3.253 1.949
C 0.474 -1.844 -5.955
C 1.629 -1.115 -6.592
C 2.573 -2.075 -7.289
O 1.157 -0.161 -7.529
H -0.226 -1.112 -5.544
H 0.818 -2.549 -5.198
H -0.092 -2.397 -6.710
H 2.197 -0.618 -5.788
H 2.039 -2.618 -8.075
H 2.990 -2.813 -6.600
H 3.412 -1.559 -7.760
H 1.264 0.716 -7.139
C -4.074 0.725 -2.615
C -3.650 2.138 -2.986
C -3.728 2.357 -4.487
O -4.504 3.089 -2.316
H -4.070 0.559 -1.534
H -3.328 -0.006 -2.953
H -5.047 0.443 -3.020
H -2.645 2.313 -2.603
H -3.055 1.669 -5.006
H -3.428 3.375 -4.736
H -4.733 2.148 -4.858
H -5.381 3.039 -2.714
C 3.865 3.090 -5.723
C 3.110 2.956 -7.043
C 3.739 1.921 -7.949
O 1.768 2.517 -6.762
H 4.918 3.317 -5.891
H 3.712 2.207 -5.111
H 3.440 3.966 -5.213
H 3.090 3.904 -7.591
H 4.757 2.213 -8.204
H 3.137 1.753 -8.840
H 3.794 0.957 -7.436
H 1.354 3.237 -6.273
```

- HOMO energy (hartree) = -0.3037
- frontier orbital gap (eV) = 8.48
- SMILES = CC1(C)CCCC(C)(C)N1O.CC1(C)CCCC(C)(C)N1O.CC(C)O.CC(C)O.CC(C)O.CC(C)O.CC(C)O.CC(C)O.CC(C)O.CC(C)O.CC(C)O.CC(C)O

***

[2]
Molecular formula: F2O2S
Method: DFT, ωB97M-V/def2-TZVPD

Structure (XYZ):
```
5
F2O2S ωB97M-V/def2-TZVPD
O -1.138 0.452 -1.316
O 1.050 0.417 -0.016
F 2.010 1.476 0.940
F -1.793 -2.103 0.987
S -0.129 -0.242 -0.595
```

- HOMO energy (alpha / beta) (hartree) = -0.4352 / -0.4620
- frontier orbital gap (alpha / beta) (eV) = 6.97 / 10.33

***

[3]
Molecular formula: C8H14
Method: DFT, ωB97M-V/def2-TZVPD

Structure (XYZ):
```
22
C8H14 ωB97M-V/def2-TZVPD
C -1.379 -0.880 -1.695
C -1.741 -0.137 -0.436
C -1.931 1.166 -0.302
C -2.305 1.807 0.997
H -1.067 -0.195 -2.477
H -0.595 -1.597 -1.461
H -2.270 -1.414 -2.020
H -1.890 -0.752 0.449
H -1.819 1.786 -1.187
H -2.464 1.039 1.754
H -1.514 2.463 1.369
H -3.209 2.414 0.944
C 2.306 -0.485 2.223
C 2.577 -0.836 0.974
C 1.801 -0.368 -0.174
C 2.194 -0.572 -1.427
H 1.469 0.162 2.459
H 2.881 -0.832 3.070
H 3.421 -1.479 0.757
H 0.859 0.118 0.043
H 1.535 -0.350 -2.251
H 3.141 -1.060 -1.608
```

- HOMO energy (hartree) = -0.3270
- frontier orbital gap (eV) = 10.06
- SMILES = C/C=C/C.C=CC=C

***

Computed values of energy above the lowest of the compared OMol25 structures with the same formula, charge and spin (unit: kcal per mole) for the preceding records, in sequence: 0.0 164.3 45.0.